No. 1
{
  "formula": "H2N4O2",
  "method": "wB97M-V/def2-TZVPD",
  "gap_ev": 11.33,
  "relative_energy_kcal_mol": 26.5,
  "species": ["O", "N", "N", "O", "H", "H", "N", "N"],
  "xyz": [[0.074, -1.745, -1.293], [0.650, -0.726, -0.536], [0.034, 0.199, -0.101], [-1.329, 0.395, -0.357], [-0.809, -1.638, -1.307], [-1.442, 1.092, 0.275], [0.865, 1.173, 1.604], [1.956, 1.250, 1.714]]
}

---

No. 2
{
  "formula": "C2HFLi2NaO2",
  "method": "wB97M-V/def2-TZVPD",
  "charge": 1,
  "gap_ev": 5.72,
  "relative_energy_kcal_mol": 1.6,
  "species": ["O", "C", "C", "O", "Li", "F", "H", "Li", "Na"],
  "xyz": [[-0.667, 0.274, 0.121], [-0.400, -0.800, -0.329], [-0.137, -1.910, -1.011], [-0.602, -2.228, -2.200], [-0.009, 1.560, 1.417], [0.549, 2.872, 2.380], [0.573, -2.566, -0.478], [-1.396, -1.787, -3.666], [2.089, 4.584, 3.766]]
}

---

No. 3
{
  "formula": "C36H37BN13OTeTi",
  "method": "wB97M-V/def2-TZVPD",
  "charge": 2,
  "gap_ev": [6.13, 6.23],
  "spin_multiplicity": 2,
  "s_squared": 0.75,
  "relative_energy_kcal_mol": 3.5,
  "species": ["Ti", "C", "C", "N", "N", "C", "B", "N", "C", "C", "C", "N", "N", "C", "C", "C", "N", "N", "C", "C", "C", "N", "H", "H", "H", "H", "H", "H", "H", "H", "H", "H", "H", "H", "N", "C", "N", "C", "N", "C", "C", "N", "C", "C", "N", "H", "H", "H", "H", "H", "C", "Te", "C", "C", "C", "C", "C", "C", "C", "H", "H", "H", "H", "H", "H", "H", "H", "C", "C", "C", "C", "C", "C", "C", "O", "C", "C", "C", "H", "H", "H", "H", "H", "H", "H", "H", "H", "H", "H", "H"],
  "xyz": [[-1.176, 1.060, 0.776], [3.037, 0.784, 1.839], [1.995, 0.851, 0.924], [0.820, 0.731, 1.546], [1.085, 0.591, 2.872], [2.413, 0.627, 3.064], [-0.129, 0.573, 3.832], [-0.849, 1.957, 3.673], [-0.988, 2.919, 4.598], [-1.446, 4.069, 3.981], [-1.546, 3.723, 2.641], [-1.176, 2.454, 2.456], [-1.110, -0.549, 3.344], [-1.369, -1.740, 3.895], [-2.245, -2.433, 3.072], [-2.467, -1.575, 2.008], [-1.781, -0.436, 2.174], [0.179, 0.337, 5.280], [-0.725, 0.202, 6.291], [-0.035, 0.134, 7.470], [1.315, 0.245, 7.086], [1.439, 0.371, 5.782], [4.093, 0.843, 1.651], [2.019, 0.962, -0.152], [2.805, 0.534, 4.061], [-0.744, 2.726, 5.629], [-1.660, 5.016, 4.441], [-1.854, 4.332, 1.805], [-0.918, -2.021, 4.830], [-2.653, -3.414, 3.234], [-3.078, -1.715, 1.129], [-1.784, 0.164, 6.096], [-0.437, 0.020, 8.461], [2.195, 0.235, 7.707], [-0.653, 4.187, -2.201], [0.002, 3.303, -1.459], [-0.867, 2.685, -0.670], [-2.063, 3.260, -1.005], [-1.975, 4.181, -1.930], [-3.305, 2.887, -0.315], [-4.475, 3.618, -0.442], [-5.549, 3.310, 0.274], [-5.455, 2.289, 1.116], [-4.294, 1.537, 1.253], [-3.218, 1.832, 0.518], [-0.283, 4.815, -2.900], [1.063, 3.121, -1.512], [-4.540, 4.457, -1.122], [-6.323, 2.051, 1.718], [-4.219, 0.706, 1.940], [3.774, -0.586, -1.878], [2.113, 0.049, -3.069], [3.575, 0.870, -4.390], [4.883, 0.245, -3.974], [6.006, 0.373, -4.788], [7.203, -0.219, -4.430], [7.288, -0.951, -3.251], [6.178, -1.077, -2.436], [4.973, -0.475, -2.787], [3.623, -1.608, -1.534], [3.873, 0.059, -1.005], [3.591, 1.955, -4.299], [3.308, 0.603, -5.410], [5.936, 0.933, -5.712], [8.067, -0.120, -5.072], [8.218, -1.429, -2.974], [6.246, -1.647, -1.518], [-2.863, -5.019, -4.717], [-2.242, -4.050, -3.764], [-0.990, -4.292, -3.209], [-0.410, -3.409, -2.317], [0.966, -3.729, -1.803], [-1.127, -2.223, -1.975], [-0.523, -1.355, -1.043], [-1.006, -0.260, -0.630], [-2.408, -1.955, -2.554], [-3.188, -0.708, -2.266], [-2.931, -2.878, -3.426], [-2.205, -5.857, -4.932], [-3.116, -4.520, -5.653], [-3.795, -5.407, -4.302], [-0.460, -5.195, -3.483], [1.183, -4.781, -1.973], [1.105, -3.540, -0.740], [1.708, -3.142, -2.354], [0.452, -1.619, -0.633], [-2.605, 0.187, -2.485], [-3.484, -0.649, -1.217], [-4.090, -0.694, -2.876], [-3.899, -2.697, -3.878]]
}

---

No. 4
{
  "formula": "C4H7F2NO2",
  "method": "wB97M-V/def2-TZVPD",
  "gap_ev": 8.87,
  "relative_energy_kcal_mol": 60.7,
  "species": ["O", "C", "O", "C", "F", "F", "H", "H", "C", "N", "C", "H", "H", "H", "H", "H"],
  "xyz": [[0.684, 0.918, -1.143], [1.754, 0.860, -0.273], [2.584, 1.945, -0.419], [2.048, -0.180, 0.516], [3.032, -0.239, 1.400], [1.233, -1.189, 0.655], [0.059, 0.297, -0.884], [2.133, 2.562, -1.004], [-1.866, -1.326, -0.975], [-1.215, -0.488, -0.312], [-1.585, 0.010, 1.000], [-1.365, -1.537, -1.946], [-2.759, -1.925, -0.689], [-2.462, -0.437, 1.296], [-0.837, -0.315, 1.746], [-1.439, 1.046, 1.032]]
}

---

We obtain E values of -370.581893; -504.393220; -3323.204023; -561.491525 Ha for the records listed above, in that order.